P) # C48H120N8O16

A cluster of 8 separate species, C48H120N8O16 in total (ωB97M-V/def2-TZVPD, OMol25).

Geometry as XYZ:
```
192
Properties=species:S:1:pos:R:3:lowdin_charge:R:1
O -36.105 -7.726 -3.201 -0.17
O -33.469 -4.946 -6.879 -0.19
O -34.482 -2.387 -0.044 -0.22
O -37.904 -3.010 -5.138 -0.19
O -30.300 -5.507 -17.330 -0.18
O -38.029 -5.007 1.838 -0.19
O -33.745 -8.912 -16.781 -0.20
O -39.935 -7.188 -8.322 -0.19
O -30.504 -6.997 -0.997 -0.17
O -37.785 -2.767 -13.775 -0.21
O -33.144 -1.448 -14.544 -0.22
O -37.148 -5.244 -17.775 -0.19
O -35.320 -1.295 -7.762 -0.20
O -29.709 -1.840 -5.769 -0.20
O -33.301 -4.818 -12.246 -0.19
O -28.825 -4.395 -11.319 -0.19
N -35.995 -6.618 0.327 -0.03
N -37.323 -1.885 -10.227 -0.05
N -31.460 -7.845 -15.695 -0.05
N -31.911 -4.310 -1.684 -0.06
N -35.588 -3.021 -16.773 -0.05
N -39.922 -4.315 -7.904 -0.05
N -35.103 -4.317 -10.233 -0.02
N -29.275 -4.024 -7.659 -0.06
C -34.120 -4.196 -5.882 -0.10
C -28.420 -4.122 -9.985 -0.21
C -37.352 -6.584 -17.394 -0.11
C -30.455 -3.834 -6.808 -0.21
C -33.130 -4.139 -0.889 -0.21
C -29.552 -7.580 -1.858 -0.12
C -38.295 -3.874 -14.474 -0.11
C -35.613 -7.284 -4.444 -0.10
C -39.426 -5.053 2.031 -0.12
C -31.760 -6.850 -1.613 -0.23
C -36.607 -0.800 -8.052 -0.21
C -33.878 -3.537 -12.201 -0.22
C -34.316 -3.173 -10.787 -0.17
C -39.048 -3.101 -5.975 -0.20
C -29.087 -1.169 -4.703 -0.12
C -39.241 -8.078 -7.477 -0.12
C -29.213 -5.738 -11.535 -0.11
C -38.134 -2.722 -12.401 -0.21
C -33.644 -1.915 -15.769 -0.22
C -29.401 -5.764 -18.374 -0.13
C -36.544 -7.335 -0.819 -0.20
C -33.113 -2.764 -0.236 -0.19
C -35.009 -4.307 -17.175 -0.20
C -35.041 -9.367 -17.092 -0.11
C -33.215 -9.525 -15.622 -0.22
C -36.254 -5.169 0.266 -0.21
C -29.863 -6.055 -16.092 -0.21
C -29.990 -3.206 -5.502 -0.22
C -35.015 -4.488 -8.772 -0.20
C -34.251 -0.485 -8.212 -0.09
C -33.631 -4.418 -8.197 -0.23
C -29.655 -4.117 -9.076 -0.22
C -38.710 -3.893 -7.237 -0.23
C -31.688 -9.299 -15.707 -0.20
C -37.445 -1.588 -11.650 -0.20
C -37.005 -0.632 -9.510 -0.20
C -31.911 -5.559 -2.446 -0.20
C -32.846 -5.141 -13.546 -0.09
C -37.665 -4.140 -4.338 -0.13
C -35.072 -2.430 -15.563 -0.22
C -37.708 -4.716 0.474 -0.21
C -39.055 -6.353 -9.082 -0.21
C -30.065 -7.558 -16.007 -0.21
C -35.972 -6.812 -2.134 -0.23
C -32.049 -0.552 -14.592 -0.09
C -34.645 -1.097 0.502 -0.12
C -35.855 -4.955 -18.247 -0.22
C -39.677 -4.971 -9.193 -0.19
H -35.804 -8.024 -5.217 0.09
H -31.433 -9.811 -16.643 0.12
H -30.382 -5.554 -15.275 0.11
H -33.139 -2.777 -12.472 0.12
H -35.742 -4.576 1.022 0.12
H -33.418 -2.971 -10.196 0.10
H -29.443 -7.077 -2.822 0.08
H -39.640 -5.036 3.099 0.09
H -28.822 -5.756 -15.919 0.12
H -36.658 -4.005 -3.953 0.08
H -36.629 -6.858 -16.615 0.07
H -39.222 -2.613 -12.353 0.13
H -35.196 -3.053 -14.668 0.09
H -34.811 -1.252 1.578 0.09
H -34.045 -4.041 -17.623 0.12
H -34.886 -6.778 -1.925 0.11
H -39.332 -4.099 -14.216 0.09
H -28.580 -7.511 -1.365 0.09
H -35.940 -4.355 -19.155 0.13
H -36.644 0.205 -7.610 0.12
H -34.323 -4.857 -5.043 0.06
H -36.450 -1.378 -12.064 0.11
H -34.023 -4.350 -1.476 0.10
H -29.368 -6.333 -10.633 0.08
H -33.795 -0.412 0.446 0.08
H -37.987 -4.690 -7.007 0.10
H -38.348 -6.759 -16.996 0.09
H -36.591 -3.132 -16.762 0.08
H -29.077 -3.680 -5.130 0.12
H -37.662 -4.758 -14.331 0.09
H -34.791 -4.953 -16.313 0.11
H -32.012 -4.472 -13.771 0.09
H -34.186 -0.554 -9.301 0.07
H -35.522 -0.570 0.129 0.08
H -32.757 -2.867 0.798 0.13
H -35.698 -3.827 -8.232 0.09
H -36.552 -2.513 -10.027 0.06
H -29.390 -7.988 -15.263 0.12
H -34.897 -2.254 -10.829 0.08
H -34.619 -5.143 -10.576 0.09
H -28.635 -3.248 -7.531 0.10
H -37.826 0.082 -9.561 0.12
H -29.583 -5.104 -19.229 0.09
H -39.924 -8.541 -6.766 0.09
H -36.131 -6.383 -4.790 0.05
H -36.602 -6.832 1.120 0.10
H -33.331 -0.862 -7.772 0.09
H -33.156 -4.880 -0.078 0.12
H -37.640 -7.245 -0.898 0.11
H -38.047 -6.304 -8.662 0.10
H -36.131 -0.244 -10.059 0.10
H -34.561 -6.994 -4.347 0.08
H -31.181 -5.560 -3.258 0.10
H -37.781 -5.076 -4.891 0.07
H -32.330 0.378 -15.094 0.09
H -32.875 -4.982 -8.751 0.13
H -35.815 -8.946 -16.439 0.08
H -35.292 -9.071 -18.109 0.09
H -31.231 -3.176 -7.216 0.10
H -40.517 -4.936 -7.369 0.11
H -33.383 -10.606 -15.639 0.12
H -29.740 -8.649 -2.004 0.09
H -30.340 -3.295 -9.332 0.12
H -31.834 -0.328 -13.547 0.08
H -32.545 -1.999 -0.768 0.12
H -31.126 -4.290 -1.041 0.11
H -35.271 -5.824 -18.584 0.12
H -32.506 -6.868 -0.815 0.11
H -32.457 -6.159 -13.529 0.07
H -38.355 -4.278 -3.495 0.09
H -31.180 -9.643 -14.806 0.12
H -28.377 -5.496 -18.090 0.09
H -38.138 -3.236 -7.896 0.09
H -33.245 -3.390 -8.210 0.09
H -33.618 -5.128 -14.319 0.08
H -33.600 -9.053 -14.714 0.12
H -38.220 -3.638 -15.533 0.07
H -27.696 -4.872 -9.654 0.12
H -38.490 -7.558 -6.868 0.07
H -35.063 -3.705 -6.149 0.08
H -37.399 -1.375 -7.574 0.10
H -35.945 -4.797 -0.710 0.08
H -33.043 -2.762 -16.121 0.11
H -38.976 -6.838 -10.063 0.12
H -27.966 -3.133 -9.939 0.12
H -39.862 -5.992 1.670 0.09
H -39.826 -3.633 -5.414 0.12
H -30.768 -3.305 -4.737 0.11
H -32.889 -5.570 -2.937 0.09
H -30.298 -4.998 -9.165 0.11
H -36.457 -8.419 -0.766 0.12
H -32.047 -7.676 -2.277 0.12
H -38.060 -0.695 -11.761 0.12
H -33.672 -1.156 -16.555 0.13
H -29.189 -0.098 -4.879 0.09
H -30.898 -4.820 -6.677 0.12
H -35.675 -1.556 -15.304 0.12
H -30.168 -5.777 -12.064 0.08
H -33.526 -3.328 -5.563 0.09
H -38.998 -4.387 -9.823 0.10
H -37.678 -3.625 0.366 0.13
H -34.411 0.551 -7.895 0.09
H -35.424 -5.479 -8.540 0.12
H -31.201 -1.084 -15.035 0.09
H -29.526 -6.769 -18.787 0.08
H -29.586 -1.378 -3.752 0.09
H -29.772 -8.014 -16.965 0.11
H -38.478 -5.124 -0.186 0.11
H -39.392 -2.104 -6.241 0.12
H -38.730 -8.845 -8.071 0.09
H -34.775 -3.530 -12.828 0.11
H -36.185 -5.755 -2.313 0.10
H -40.646 -4.913 -9.692 0.12
H -32.024 -7.480 -16.460 0.11
H -28.448 -6.213 -12.153 0.08
H -37.774 -3.660 -11.958 0.11
H -28.019 -1.394 -4.627 0.09
H -39.959 -4.236 1.538 0.09
H -37.181 -7.260 -18.238 0.08
H -35.122 -10.453 -16.990 0.09
```

total charge = 0
highest occupied orbital energy = -0.311 Eh
multiplicity = 1
LUMO level = 0.0231 hartree
SMILES = COCCNCCOC.COCCNCCOC.COCCNCCOC.COCCNCCOC.COCCNCCOC.COCCNCCOC.COCCNCCOC.COCCNCCOC
gap between HOMO and LUMO = 9.082 eV

---

Q) # C48H120N8O16

A cluster of 8 separate species, C48H120N8O16 in total (ωB97M-V/def2-TZVPD, OMol25).

Geometry as XYZ:
```
192
Properties=species:S:1:pos:R:3:lowdin_charge:R:1
O 9.187 -43.729 0.367 -0.22
O 4.001 -31.845 8.992 -0.23
O 7.442 -29.660 11.335 -0.18
O 8.264 -37.194 -0.059 -0.18
O 4.175 -34.324 1.239 -0.20
O 17.534 -40.652 9.814 -0.20
O 2.018 -26.952 10.896 -0.20
O 16.763 -39.400 -0.565 -0.18
O 11.905 -36.138 2.485 -0.23
O 12.080 -35.276 -3.014 -0.17
O 8.649 -33.262 5.630 -0.22
O 7.106 -28.186 5.690 -0.20
O 6.681 -39.759 3.294 -0.22
O 10.369 -40.203 0.339 -0.16
O 13.510 -36.834 8.028 -0.21
O 14.954 -42.869 0.470 -0.20
N 12.083 -42.588 1.658 -0.04
N 14.305 -36.959 -1.778 -0.04
N 5.605 -36.119 -1.226 -0.07
N 3.509 -30.424 11.447 -0.06
N 16.809 -38.415 8.419 -0.06
N 9.388 -35.098 3.099 -0.04
N 6.105 -28.073 9.075 -0.04
N 6.649 -42.602 2.290 -0.06
C 6.044 -27.888 6.596 -0.20
C 6.616 -27.350 7.898 -0.21
C 9.068 -40.284 0.844 -0.13
C 14.914 -36.914 8.197 -0.23
C 16.131 -38.500 -1.455 -0.24
C 15.332 -38.376 8.290 -0.20
C 7.719 -30.208 12.606 -0.12
C 5.144 -34.755 -0.963 -0.21
C 6.834 -27.573 10.258 -0.23
C 2.894 -29.154 11.842 -0.20
C 14.725 -38.139 -1.001 -0.21
C 8.208 -31.982 6.069 -0.07
C 8.465 -35.237 4.233 -0.20
C 5.884 -36.929 -0.009 -0.17
C 6.367 -42.148 3.670 -0.20
C 14.363 -43.688 1.461 -0.21
C 7.942 -44.163 0.856 -0.23
C 17.124 -40.848 8.484 -0.23
C 7.493 -39.320 4.393 -0.08
C 13.146 -36.368 -1.121 -0.23
C 17.897 -40.006 -1.110 -0.14
C 17.237 -41.722 10.672 -0.12
C 11.754 -34.712 2.578 -0.19
C 7.837 -33.937 4.713 -0.24
C 13.063 -35.636 7.422 -0.10
C 5.724 -40.755 3.638 -0.21
C 12.490 -41.297 1.068 -0.20
C 0.605 -26.998 11.175 -0.08
C 7.742 -43.587 2.246 -0.21
C 17.455 -39.530 7.740 -0.20
C 11.358 -40.316 1.355 -0.22
C 9.572 -36.960 0.379 -0.12
C 10.556 -34.319 3.467 -0.21
C 12.666 -35.088 -1.704 -0.22
C 3.247 -32.438 10.070 -0.20
C 6.689 -28.449 11.443 -0.23
C 2.691 -28.172 10.660 -0.22
C 4.451 -32.793 8.034 -0.11
C 7.235 -36.580 0.654 -0.22
C 3.442 -34.795 2.332 -0.12
C 16.363 -42.796 0.598 -0.10
C 12.631 -36.627 3.599 -0.11
C 6.714 -28.595 4.416 -0.14
C 11.714 -34.022 -3.520 -0.15
C 3.899 -34.730 -0.078 -0.23
C 2.550 -31.263 10.766 -0.23
C 9.685 -44.448 -0.767 -0.08
C 12.846 -43.721 1.078 -0.20
H 3.322 -35.660 -0.152 0.13
H 2.322 -28.660 9.756 0.12
H 3.597 -34.013 3.080 0.08
H 16.172 -41.966 10.738 0.09
H 11.367 -34.509 1.572 0.10
H 12.363 -44.557 1.602 0.11
H 0.260 -26.061 10.749 0.08
H 13.278 -35.720 6.348 0.07
H 13.551 -34.457 -1.852 0.12
H 16.675 -37.546 -1.375 0.12
H 8.751 -43.327 2.586 0.12
H 3.993 -32.906 10.717 0.13
H 9.769 -35.886 0.316 0.09
H 8.897 -41.065 1.600 0.06
H 6.462 -36.123 -1.766 0.11
H 7.229 -36.773 1.732 0.11
H 6.809 -38.839 5.098 0.09
H 15.362 -36.562 7.258 0.12
H 8.187 -29.538 13.336 0.08
H 16.730 -41.920 0.060 0.05
H 7.710 -27.473 7.866 0.12
H 13.605 -34.809 7.884 0.09
H 12.293 -37.061 -1.093 0.11
H 8.984 -31.772 6.805 0.09
H 7.669 -35.927 3.946 0.10
H 2.348 -34.838 2.273 0.09
H 10.442 -43.778 -1.167 0.08
H 5.656 -28.705 11.694 0.10
H 5.338 -28.714 6.692 0.12
H 7.060 -27.828 12.269 0.12
H 8.316 -31.344 5.189 0.09
H 5.896 -34.069 -0.561 0.11
H 10.777 -34.318 4.541 0.11
H 4.826 -34.382 -1.940 0.11
H 6.515 -26.267 7.984 0.12
H 10.361 -37.494 -0.147 0.07
H 11.978 -35.695 7.498 0.09
H 6.246 -27.793 3.838 0.09
H 10.685 -33.821 -3.172 0.09
H 4.344 -30.355 10.874 0.09
H 7.301 -42.012 4.223 0.11
H 6.421 -29.024 8.894 0.11
H 14.881 -38.848 9.169 0.12
H 8.431 -30.986 12.322 0.09
H 7.885 -45.256 0.955 0.12
H 12.621 -43.993 0.042 0.11
H 10.375 -33.284 3.159 0.12
H 7.530 -33.288 3.877 0.13
H 10.938 -40.416 2.359 0.12
H 1.976 -30.773 9.975 0.11
H 11.451 -34.058 -4.582 0.08
H 14.790 -37.907 0.064 0.12
H 16.025 -40.893 8.458 0.11
H 5.087 -33.433 8.671 0.09
H 3.381 -28.673 12.691 0.11
H 17.591 -40.597 -1.982 0.10
H 7.580 -28.888 3.815 0.08
H 13.647 -36.238 3.697 0.09
H 18.545 -39.454 7.747 0.11
H 2.495 -33.077 9.605 0.12
H 16.248 -38.595 -2.542 0.12
H 15.020 -38.955 7.421 0.12
H 8.754 -39.406 1.423 0.07
H 9.792 -37.307 1.395 0.07
H 5.148 -37.145 0.761 0.11
H 1.911 -31.831 11.451 0.12
H 14.741 -44.712 1.490 0.12
H 7.349 -35.505 0.444 0.12
H 6.853 -34.121 5.176 0.12
H 3.693 -33.466 7.626 0.09
H 0.076 -27.818 10.681 0.08
H 3.844 -35.755 2.670 0.08
H 12.044 -36.738 4.514 0.08
H 6.455 -26.565 10.467 0.12
H 12.810 -37.670 3.299 0.08
H 11.844 -39.329 1.412 0.10
H 18.695 -39.300 -1.366 0.09
H 13.433 -40.941 1.482 0.11
H 5.144 -32.356 7.323 0.06
H 1.951 -29.552 12.235 0.11
H 15.290 -36.276 8.999 0.12
H 5.580 -27.001 6.149 0.12
H 10.124 -45.411 -0.496 0.09
H 12.346 -33.159 -3.309 0.09
H 17.540 -41.774 8.075 0.12
H 4.981 -40.667 2.846 0.13
H 3.187 -33.978 -0.448 0.12
H 7.247 -31.990 6.586 0.07
H 17.634 -41.533 11.667 0.09
H 16.731 -43.664 0.039 0.09
H 14.414 -43.176 2.425 0.12
H 14.202 -37.278 -2.732 0.12
H 9.042 -35.659 5.070 0.12
H 12.616 -41.362 -0.019 0.12
H 13.321 -36.190 -0.057 0.12
H 8.075 -40.101 4.882 0.08
H 3.719 -27.840 10.498 0.10
H 6.914 -41.776 1.759 0.08
H 18.363 -40.726 -0.436 0.08
H 6.815 -30.578 13.103 0.09
H 16.821 -42.720 1.587 0.09
H 8.867 -44.641 -1.462 0.09
H 12.678 -34.154 2.726 0.13
H 5.685 -42.897 4.074 0.12
H 17.188 -39.662 6.691 0.12
H 8.099 -38.565 3.893 0.07
H 8.346 -40.539 0.069 0.10
H 9.743 -36.055 3.139 0.08
H 6.159 -29.540 4.432 0.08
H 17.721 -42.646 10.331 0.08
H 7.090 -43.915 0.213 0.13
H 11.174 -42.722 1.218 0.07
H 14.019 -38.977 -1.050 0.12
H 7.868 -27.270 10.037 0.12
H 5.297 -40.632 4.638 0.12
H 0.545 -27.147 12.253 0.08
H 16.990 -38.531 9.405 0.10
H 5.997 -37.847 -0.598 0.12
H 7.305 -44.348 2.900 0.12
H 11.999 -34.532 -1.043 0.11
```

total charge = 0
highest occupied orbital energy = -0.313 Eh
multiplicity = 1
LUMO level = 0.0161 hartree
SMILES = COCCNCCOC.COCCNCCOC.COCCNCCOC.COCCNCCOC.COCCNCCOC.COCCNCCOC.COCCNCCOC.COCCNCCOC
gap between HOMO and LUMO = 8.943 eV

---

Q: Which of them is the least stable? A: Q).